111
Properties=species:S:1:pos:R:3:forces:R:3:lowdin_charge:R:1 method="wB97M-V/def2-TZVPD" largest_force_ev_per_a=3.0 total_energy_ev=-106317.5040 mol_weight_g_mol=897.99 orbital_gap_ev=5.618 lumo_energy_ev=-2.45 total_charge=+1 e_above_lowest_kcal_mol=0.0 homo_ev=-8.069
Li 3.64353 5.33237 2.49170 -0.05 -0.02 0.27 0.6607
O -1.17024 -1.09362 1.19050 -0.63 1.52 1.08 -0.5225
S -0.93529 -1.69748 -0.12915 -0.21 -0.30 -0.20 0.8798
C -1.47396 -3.40269 0.19174 -1.42 0.75 0.92 -0.3085
C -2.62976 -3.63481 0.96682 0.48 0.38 -0.56 -0.0286
C -3.20838 -4.92445 1.06779 0.80 -0.89 -0.01 -0.0034
C -2.51146 -5.99321 0.48848 0.26 1.40 -1.07 -0.1463
C -2.76394 -7.46430 0.44244 -0.45 -1.06 -0.05 -0.1096
C -1.71516 -8.05365 -0.61480 -1.79 1.31 -0.22 -0.0785
C -0.86568 -6.85540 -0.99673 1.34 0.45 -0.11 -0.1404
C 0.23170 -6.61538 -1.83027 -0.65 -1.71 -0.95 -0.0127
C 0.84476 -5.35585 -1.90647 -0.01 0.04 0.81 -0.0873
C 0.49310 -4.28678 -1.12157 -0.49 -0.95 0.15 -0.3249
P 1.55976 -2.87981 -0.83601 0.27 2.21 -0.21 1.0099
C 3.04763 -3.04638 -1.80114 1.30 -1.23 -0.71 -0.3836
C 2.88368 -3.04148 -3.19323 1.74 -0.82 0.15 -0.1174
C 4.00871 -3.16034 -4.04585 -0.27 0.64 2.10 -0.0672
C 5.30395 -3.18261 -3.50898 -0.09 -0.36 0.63 -0.0776
C 5.48747 -3.27538 -2.11117 -0.96 0.34 -0.87 -0.0848
C 4.37266 -3.19508 -1.31157 -1.27 0.60 -0.10 -0.0980
C 1.96649 -3.02730 0.94047 0.48 1.27 -0.30 -0.3493
C 2.40637 -4.27252 1.39868 -0.15 1.14 -0.13 -0.1085
C 2.52193 -4.50053 2.73248 -0.42 1.27 1.99 -0.0645
C 2.21471 -3.45369 3.67273 0.22 -0.77 -1.53 -0.0528
C 2.04401 -2.16800 3.17003 -0.33 0.08 0.41 -0.0932
C 1.90571 -1.89413 1.80421 0.29 -2.92 0.13 -0.0699
C -0.74313 -4.42210 -0.38950 -0.04 -1.44 -0.69 -0.1731
C -1.34344 -5.72639 -0.30809 -0.33 0.96 0.91 -0.0733
C -2.22362 -1.20449 -1.35284 0.68 -1.48 0.02 -0.3003
C -2.44943 -2.19913 -2.30257 -2.03 0.29 -0.64 -0.0464
C -3.82020 -2.37289 -2.81847 1.39 1.39 -0.41 0.0078
C -4.75820 -1.40801 -2.48572 1.02 0.44 0.57 -0.1715
C -6.23773 -1.39045 -2.70936 -0.80 -2.08 0.00 -0.1426
C -6.76581 -0.10851 -2.07808 0.30 1.14 0.72 -0.1186
C -5.53165 0.57529 -1.45468 1.04 0.04 1.47 -0.1158
C -5.32181 1.54029 -0.44785 -1.64 0.47 -0.20 -0.0181
C -4.00640 1.87224 -0.04348 0.63 -0.72 -0.45 -0.0743
C -2.90665 1.07014 -0.40605 0.03 1.50 0.67 -0.3034
P -1.17857 1.71724 -0.35371 0.51 -0.86 0.58 1.0961
C -1.14264 2.58621 1.26459 -0.03 -0.59 -0.03 -0.3790
C -1.79484 2.02313 2.41029 1.10 1.34 -0.96 -0.0770
C -1.89657 2.83998 3.54325 0.13 0.25 -0.03 -0.0822
C -1.42405 4.18603 3.56369 1.06 -1.39 -2.43 -0.0596
C -0.60806 4.60290 2.45217 -0.93 -0.89 1.18 -0.0857
C -0.42588 3.79567 1.31644 -1.36 -0.31 2.31 -0.1338
C -1.35653 3.13358 -1.48942 -0.15 -0.24 -0.79 -0.3982
C -2.20735 4.17067 -1.15573 -0.31 1.26 -0.04 -0.1186
C -2.58323 5.11865 -2.13435 0.79 0.68 0.73 -0.0623
C -1.81798 5.21815 -3.30766 -0.32 -1.39 -0.59 -0.0887
C -1.01843 4.11968 -3.69818 0.30 0.28 0.14 -0.0941
C -0.85039 3.05651 -2.80528 -0.25 -0.03 -0.07 -0.1037
C -3.09048 -0.11901 -1.13754 -2.26 0.25 -0.69 -0.1787
C -4.38764 -0.21542 -1.74992 0.15 -2.03 -0.06 -0.0617
H -3.05905 -2.77029 1.49855 0.04 -0.45 -0.50 0.1184
H -4.15326 -5.12484 1.59977 0.64 0.36 -0.15 0.1185
H -3.82239 -7.78897 0.21815 1.05 0.59 0.03 0.1306
H -2.57671 -7.86756 1.44585 0.12 -0.07 -0.16 0.1159
H -2.33105 -8.33761 -1.48218 0.48 -0.31 0.13 0.1192
H -1.21808 -8.90153 -0.19937 0.57 -0.52 -0.01 0.1015
H 0.68609 -7.36987 -2.53176 -0.77 0.48 1.05 0.1272
H 1.71204 -5.26204 -2.51925 0.56 -0.09 -0.33 0.0876
H 1.90844 -3.08625 -3.62464 -0.59 0.32 -0.25 0.0924
H 3.77835 -3.15032 -5.07357 0.31 -0.02 -1.20 0.0845
H 6.19377 -3.12964 -4.11082 0.00 -0.22 -0.48 0.0921
H 6.42472 -3.39542 -1.58477 0.30 0.15 -0.53 0.1024
H 4.52164 -3.10264 -0.26513 0.04 -0.35 0.97 0.0837
H 2.71973 -4.96771 0.65184 -0.17 -0.78 -0.21 0.1070
H 2.85395 -5.44344 3.09067 0.09 -0.74 0.32 0.0925
H 2.06687 -3.66294 4.73370 0.49 0.08 -0.30 0.1037
H 1.92960 -1.35471 3.87789 -0.09 0.04 -0.02 0.0856
H 1.72349 -0.89975 1.48793 -0.36 0.62 -0.54 0.0851
H -1.64015 -2.86426 -2.66212 -0.67 0.14 0.77 0.1170
H -4.05044 -3.12426 -3.59145 0.17 0.13 0.77 0.1166
H -6.71412 -2.31411 -2.16908 0.78 1.47 -1.38 0.1567
H -6.43710 -1.38865 -3.81595 -0.16 -0.41 1.09 0.1315
H -7.51265 -0.22545 -1.26296 0.24 -0.12 -0.82 0.1286
H -7.17684 0.44889 -2.91683 -0.31 0.60 0.43 0.1107
H -6.16118 2.11801 0.06865 1.04 -0.86 -1.13 0.1299
H -3.85152 2.80832 0.53430 -0.12 -0.98 -0.37 0.1075
H -2.14831 0.97641 2.35792 0.07 0.83 0.13 0.1065
H -2.33788 2.35056 4.40527 -0.19 0.52 0.17 0.0977
H -1.61605 4.89878 4.33929 -0.03 -0.09 0.53 0.0858
H -0.13046 5.56326 2.54115 0.09 0.32 -0.18 0.0835
H 0.19521 4.12636 0.52097 0.23 0.22 -0.72 0.0872
H -2.48740 4.31200 -0.08305 -0.27 -0.23 -1.28 0.1091
H -3.37766 5.84387 -1.88810 0.70 -0.22 -0.20 0.1090
H -1.89290 6.01390 -4.04271 -0.45 0.11 0.34 0.0970
H -0.52214 4.09932 -4.70644 -0.61 0.05 1.19 0.1158
H -0.38800 2.13545 -3.16612 0.19 0.27 0.32 0.0988
C 3.02132 1.48986 5.16108 1.21 -0.19 -0.28 0.0183
O 3.16696 1.59947 3.70712 0.62 0.39 -0.08 -0.0133
C 3.54895 2.76923 3.23122 -1.02 2.05 -0.10 -0.5150
O 3.26777 3.89050 3.74705 1.18 -2.25 -1.10 -0.0198
N 4.27383 2.66670 2.04038 -0.93 -1.65 0.40 0.0017
N 4.71461 3.82544 1.42975 0.20 1.80 0.18 -0.0197
H 2.92119 0.42876 5.33558 -0.27 -0.20 -0.08 0.0803
H 2.14268 2.02082 5.49222 0.07 0.34 0.18 0.0982
H 4.00208 1.77152 5.62580 -1.15 0.23 -0.27 0.1222
H 4.06808 1.90066 1.39149 0.28 0.07 0.90 0.1715
H 4.68748 3.81088 0.40875 -0.04 -0.32 0.57 0.1172
H 5.65270 4.05293 1.76873 -0.13 -0.31 -0.53 0.1181
C 4.19366 7.30745 -0.79391 0.81 1.48 -1.08 -0.2731
S 3.07688 7.58560 0.54389 0.22 -0.02 2.22 0.8772
C 3.28843 9.35940 0.85635 0.90 0.54 -1.60 -0.2415
O 3.80078 7.03172 1.81492 -0.90 0.00 -1.43 -0.6719
H 4.12966 8.28427 -1.40105 0.41 -1.67 0.59 0.0895
H 3.94098 6.44332 -1.42872 -0.19 0.41 0.43 0.0606
H 5.19603 7.16385 -0.34124 -0.47 0.32 -0.38 0.0725
H 3.03969 9.97365 -0.05943 -0.02 -0.79 0.93 0.0791
H 4.38636 9.53374 1.05500 -1.28 -0.24 0.24 0.0887
H 2.59973 9.60993 1.66633 0.41 -0.04 -0.01 0.0584